# C9H28O9

C9H28O9 as an isolated structure in a non-equilibrium geometry (ωB97M-V with the def2-TZVPD basis set, OMol25).

Last column: natural (NBO) charge in e.
Positions of all 46 atoms, in Å:
C  0.2547  2.0585  -0.3693  -0.297
O  0.5749  0.7148  0.0457  -0.854
H  0.7306  2.1369  -1.3468  0.194
H  -0.8350  2.0605  -0.3966  0.198
H  0.7045  2.7300  0.3620  0.217
H  0.2809  0.1374  -0.6627  0.503
C  -1.5810  0.4940  1.2724  -0.096
C  -2.8523  0.9973  0.4631  -0.098
O  -3.4256  2.2216  0.8700  -0.718
O  -1.8082  0.0015  2.5678  -0.734
H  -0.8245  1.2696  1.3920  0.203
H  -1.0932  -0.3409  0.7693  0.151
H  -3.5749  0.1849  0.3867  0.159
H  -2.5746  1.1667  -0.5772  0.180
H  -2.8446  2.6709  1.4882  0.473
H  -2.4150  -0.7384  2.4909  0.467
C  0.3527  0.4638  -3.0745  -0.106
C  1.7651  -0.1385  -2.8679  -0.110
O  1.8250  -1.5478  -2.6743  -0.751
O  -0.4533  0.3001  -1.8577  -0.786
H  -0.1879  0.0629  -3.9319  0.175
H  0.4435  1.5256  -3.3032  0.186
H  2.1972  0.3920  -2.0194  0.173
H  2.3705  0.1583  -3.7243  0.182
H  1.5052  -1.6886  -1.7802  0.448
H  -0.8091  -0.5896  -1.7990  0.455
C  0.7283  -1.7656  -0.0517  -0.176
C  -0.2471  -2.4944  -0.9017  -0.127
O  -0.7304  -1.6691  -1.9373  -0.656
O  2.0230  -1.5477  -0.5825  -0.655
H  0.8008  -2.1861  0.9513  0.209
H  0.3900  -0.7355  0.0605  0.253
H  -1.0611  -2.8487  -0.2693  0.196
H  0.2327  -3.3735  -1.3321  0.195
H  -1.3491  -2.1558  -2.4868  0.507
H  2.4990  -2.3813  -0.5742  0.486
C  0.8380  1.3157  2.6013  -0.067
C  0.5724  -0.1813  2.6874  -0.134
O  1.7375  -0.7923  3.2468  -0.729
O  1.8663  1.6964  1.6573  -0.743
H  0.9972  1.7066  3.6063  0.191
H  -0.1045  1.7350  2.2491  0.133
H  0.4259  -0.5542  1.6737  0.162
H  -0.2854  -0.3259  3.3442  0.211
H  1.4734  -1.6696  3.5336  0.452
H  1.4679  1.5239  0.8010  0.479

Output
total energy: -1036.40131 hartree
LUMO: -0.006 Ha
energy relative to the best compared isomer or geometry (same formula, charge and spin): 1002.01 kJ/mol
net charge: 0
HOMO level: -8.873 eV